Molecular formula: C26H73B2Mn2O13
Method: DFT, ωB97M-V/def2-TZVPD

Structure (XYZ):
```
116
Properties=species:S:1:pos:R:3:forces:R:3:mulliken_spin:R:1
H -1.40166 3.68039 -0.97295 0.44 -0.20 0.19 0.000
H -3.78260 -5.41727 -2.96860 0.26 -0.32 -0.22 0.000
H 4.96871 1.18693 -2.14546 0.03 -0.25 -0.04 0.000
C 0.30192 -0.74452 -0.13517 0.51 1.30 -0.48 0.038
C -3.26622 7.33658 -0.63295 -0.55 -0.04 0.42 0.000
H 0.88118 -1.63175 0.09992 -0.35 -0.27 -0.01 0.000
H -4.50994 1.65460 3.37974 0.20 0.10 0.16 0.000
H 3.38185 -0.86112 1.40953 -0.07 0.03 0.01 -0.002
H -5.76371 -4.02718 0.28322 0.50 0.12 0.18 0.000
H 1.25966 2.72939 -4.08901 0.12 0.18 -0.12 0.000
H 5.51032 -1.53300 -1.93685 0.26 -0.11 0.94 0.000
H -7.28556 -3.40202 0.81402 -0.18 0.30 -0.14 0.002
C 1.32659 -4.64887 -3.60184 1.19 0.27 0.57 0.000
H 4.03021 -3.25468 5.47794 -0.11 0.08 0.10 0.000
O 0.76208 -5.00541 -2.36630 -0.43 0.13 0.22 0.000
C 5.23488 0.88564 -1.11915 -0.07 1.30 -0.77 0.000
H 0.62954 -4.48181 -4.42383 -0.15 -0.17 0.04 0.000
H 3.78420 -4.66530 1.11043 0.08 0.08 0.00 0.000
H 5.01913 1.78196 -0.53747 -0.01 -0.25 0.39 0.000
H -0.08255 7.86743 -0.02418 -0.02 -0.03 -0.46 0.000
C 4.53432 -2.27802 5.44292 0.42 -1.20 -0.29 0.000
Mn -3.08007 -1.48153 1.19865 0.12 -0.67 0.66 4.872
C 3.64657 -2.37889 -1.18431 -0.45 -0.59 -0.18 -0.001
H 3.44811 -5.00926 -0.58106 -0.50 0.00 -0.02 0.000
H 4.25992 4.50691 -4.98200 -0.02 0.48 -0.01 0.000
O -5.68079 -2.13883 1.15680 0.45 -0.02 -0.06 0.014
C -1.57157 -4.34263 -2.37654 0.51 0.10 -0.05 0.009
O 1.03301 3.25845 -2.10746 0.06 0.31 -0.35 0.000
O 3.79482 -1.35788 4.68433 -0.05 0.52 0.45 0.001
H -0.47098 -0.90737 -0.88807 -0.25 -0.35 0.30 -0.006
H 0.98365 -0.04236 -0.64053 0.15 -0.27 0.02 0.004
H -2.20215 -3.57677 -1.91217 -0.40 -0.14 -0.28 0.003
H -3.69027 1.89635 1.79394 -0.49 0.08 0.08 -0.003
H -2.27202 -0.58428 4.59863 0.38 1.35 0.33 0.015
C -1.02530 7.33443 0.11309 0.03 0.17 1.31 0.000
H -2.53485 -1.96941 3.38821 -0.18 -0.86 -0.74 0.044
H 4.42175 -2.49373 3.05720 0.01 -0.08 0.20 0.000
H -6.47028 -2.72260 -0.66168 -0.24 -0.02 0.03 -0.001
H 2.37456 -3.89119 0.38489 -0.09 -0.09 -0.25 0.000
H -2.80449 1.15469 3.04057 -0.21 -0.62 0.35 0.003
H 0.66553 5.30221 -4.76225 -0.06 -0.53 -0.13 0.000
H -3.88122 -5.21944 -1.26373 0.51 0.11 0.27 0.000
C 3.69693 -1.73054 3.35789 -0.77 -0.01 -1.70 0.004
C 3.50881 1.68332 1.99275 -0.32 0.73 -0.23 0.000
H 0.85575 5.60972 -3.08252 0.07 -0.19 0.20 0.000
H -3.13455 -3.41131 1.87900 -0.81 0.21 0.65 0.042
C 3.18060 4.38771 -5.02076 -0.25 -0.52 -0.53 0.000
H -6.22781 -0.15937 3.10722 0.52 -0.39 0.12 0.000
H -2.23704 -2.36235 5.35829 0.47 -0.37 -0.24 0.026
H -6.20420 1.02092 1.88449 0.81 0.24 -0.19 0.001
H -0.88614 3.22312 0.69199 0.06 0.06 0.02 0.001
C -5.77597 0.04095 2.12982 -1.39 -0.26 -0.05 0.017
O 4.43832 -0.18042 -0.69322 0.48 -0.14 0.15 0.000
H -2.43963 -4.79117 0.73350 0.04 -0.01 -0.30 -0.002
C 3.86509 -0.59016 2.35271 1.08 0.23 0.56 0.001
H 2.66919 -1.98280 -0.87025 0.15 0.08 0.30 0.001
H 0.74422 0.07650 1.74971 -0.13 0.04 0.07 0.030
C 2.33175 2.82397 -1.77090 -0.26 -0.39 1.06 0.000
C -0.14489 0.00965 1.09820 0.35 -0.37 0.06 -0.078
H -3.56111 7.38845 0.42409 0.36 0.01 0.07 0.000
O 4.24346 -3.16359 -0.18740 -0.15 0.33 0.54 0.000
H -3.92745 -1.57208 4.76697 -0.11 0.03 -0.17 -0.002
H -0.39526 1.05043 0.87444 -0.32 -0.13 -0.12 -0.029
Mn -0.75956 -1.30863 3.70751 -0.77 0.21 -1.07 4.893
H -1.34983 7.67734 1.10851 -0.29 -0.16 -0.02 0.000
H 3.00817 1.51471 1.02870 0.25 -0.39 -0.02 0.000
H -7.42245 -0.99311 1.31579 0.08 -0.25 0.24 -0.001
H 4.11005 -0.93180 -2.59929 -0.33 0.35 0.30 0.000
O 3.37173 0.61816 2.88976 -0.69 -0.33 -0.05 0.000
B -2.77364 -1.67661 4.51669 -0.22 -0.09 1.05 0.039
H -0.28857 3.35534 -3.60838 -0.01 0.30 -0.10 0.000
C -6.34900 -0.90410 1.09656 -0.50 0.19 -0.03 -0.005
H 3.37813 -3.02220 -2.03772 0.39 0.13 -0.13 0.000
H -0.34081 5.62235 -0.86213 -0.04 -0.28 0.07 0.000
H -3.01605 -3.02635 -0.01514 -0.78 0.61 -1.22 0.021
H 4.93533 -0.47177 2.12894 -0.07 0.12 -0.06 -0.001
B -2.50850 -3.61670 0.88160 0.90 -0.33 0.86 -0.080
C -0.70991 5.85608 0.14930 0.70 0.43 -1.08 0.000
C 1.17619 4.91906 -3.86420 0.13 0.83 -0.58 0.000
O 2.56966 5.14243 -4.01545 0.17 -0.14 0.82 0.000
H 4.56046 1.93952 1.82688 0.00 -0.10 -0.09 0.000
H -1.62865 -4.32127 -3.47064 0.01 0.54 -0.02 0.000
C -1.65195 3.73001 0.09676 -0.25 -0.02 -1.06 0.000
H -2.60292 3.19359 0.14913 -0.06 0.19 0.50 0.000
O -4.35362 -0.02807 2.20082 0.29 0.56 -0.36 0.045
C 3.39596 -4.23340 0.18786 0.61 -0.19 0.16 0.000
H 2.77107 4.67771 -5.99577 0.27 0.00 -0.12 0.000
H 3.00271 2.56194 2.40033 0.17 -0.10 0.32 0.000
C -0.17740 -4.04326 -1.86498 1.01 -1.15 -0.42 0.004
O -1.93744 7.73504 -0.86393 0.20 0.21 -0.27 0.000
H -1.45610 -3.04822 1.09496 0.42 -0.17 -0.11 0.072
H 2.33085 2.88579 -0.67855 0.19 -0.15 0.00 0.000
H 6.31736 0.72717 -1.11742 -0.06 -0.45 0.25 0.000
H 5.49516 -2.47198 4.95240 0.11 0.14 0.18 0.000
C 0.78664 3.51357 -3.48960 -0.23 -0.51 0.53 0.000
H -3.58401 -6.83026 -1.87370 0.07 -0.04 -0.21 0.000
H 0.23353 -3.05988 -2.12876 -0.60 0.22 -0.03 -0.001
O -1.83156 5.07434 0.44243 -0.42 -0.21 0.70 0.000
H 2.45605 1.76322 -2.02678 0.22 0.11 -0.23 0.000
C -6.34071 -3.11221 0.35114 -0.02 -0.31 -0.10 -0.001
H 0.13390 5.67898 0.83042 -0.15 -0.07 0.18 0.000
H -3.41988 6.30485 -0.94446 -0.20 0.04 -0.19 0.000
O -1.20589 -0.65042 1.79533 0.10 0.09 1.16 -0.006
H 2.70452 -2.14786 3.07760 -0.08 -0.27 0.75 0.002
H 3.18339 3.42684 -2.09276 -0.31 0.14 -0.52 0.000
H 3.02436 3.30601 -4.91844 -0.14 0.05 0.11 0.000
H 1.95974 -3.75360 -3.46103 -0.41 0.18 -0.24 0.000
H -3.94209 8.02537 -1.13769 0.19 -0.09 -0.37 0.000
C -3.33263 -5.78350 -2.03348 -1.12 -0.17 -0.06 0.001
C -3.81772 1.23412 2.65707 0.28 0.50 -0.67 0.020
H -0.15542 -4.15061 -0.77912 -0.13 0.00 -0.01 0.003
H -6.36459 -0.50455 0.07141 0.57 0.07 0.04 -0.008
H 2.06608 -5.41800 -3.82435 -0.38 -0.25 -0.35 0.000
C 4.50461 -1.23728 -1.60776 -0.26 -0.18 -1.76 0.000
O -1.94699 -5.65462 -2.00748 0.10 0.61 0.57 0.000
H 4.71589 -1.96304 6.46468 -0.22 0.49 -0.07 0.000
```
Positions in Å, forces in eV/Å.

spin multiplicity: 11
total charge: +1
<S²>: 30.0085
gap between HOMO and LUMO (alpha / beta): 0.2536 / 0.2441 hartree
HOMO (alpha / beta): -0.4149 / -0.4149 Ha
energy relative to the best compared isomer or geometry (same formula, charge and spin): 397.45 kJ/mol
LUMO (alpha / beta): -4.39 / -4.65 eV
E_tot: -4363.6212 hartree